Density functional theory data (ωB97M-V/def2-TZVPD) for H2OSn as an isolated structure at a distorted geometry.

Geometry (Å):
1 Sn 4.91 -32.11 -29.12
2 O 6.22 -29.75 -29.75
3 H 7.09 -29.45 -29.41
4 H 6.38 -30.06 -30.65

**Total charge**: +2
**E_tot**: -7889.1980 eV
**Kohn-Sham gap**: 9.11 eV
**Relative energy (zero: lowest compared OMol25 entry of this formula, charge and spin)**: 20.2 kcal per mole